1.
{"formula": "C43H50AsAuN4", "method": "wB97M-V/def2-TZVPD", "species": ["C", "H", "H", "N", "H", "C", "C", "C", "H", "C", "C", "H", "H", "C", "C", "H", "H", "H", "H", "H", "H", "H", "H", "C", "H", "C", "H", "C", "C", "H", "C", "C", "H", "C", "C", "H", "H", "C", "C", "H", "C", "H", "C", "C", "Au", "C", "H", "C", "H", "H", "C", "C", "H", "H", "C", "C", "H", "H", "C", "C", "H", "C", "N", "H", "H", "H", "H", "C", "H", "H", "C", "C", "C", "C", "H", "C", "N", "C", "H", "H", "H", "H", "C", "C", "H", "C", "H", "As", "H", "H", "C", "H", "H", "N", "H", "C", "C", "H", "H"], "positions_angstrom": [[4.003, -3.621, 0.926], [2.226, 0.666, 3.509], [-0.698, 4.124, -2.592], [1.098, 1.920, 0.960], [2.517, -4.854, 3.480], [-3.164, 0.214, 1.551], [0.294, -0.564, -5.244], [2.051, 4.098, 3.696], [3.409, 1.828, 2.877], [-2.174, -2.525, 2.810], [0.270, 2.315, -0.068], [-0.535, 0.338, -7.011], [-4.001, -2.858, -4.138], [-1.364, -2.163, 1.738], [0.385, 2.387, 4.445], [-6.521, -0.045, 1.961], [0.830, -1.229, -1.214], [3.385, -0.879, -3.976], [1.209, 3.860, -4.948], [3.949, -2.124, -0.694], [-2.955, -3.286, -0.010], [-0.040, 5.419, -3.581], [3.461, -2.187, -2.796], [0.835, 2.732, 2.025], [-0.427, 3.113, 4.398], [-4.464, -0.262, 1.398], [4.508, -4.507, 0.586], [-2.506, -1.376, -0.887], [-0.162, 3.641, 1.676], [-3.016, -1.901, 3.083], [0.037, 1.785, -5.537], [0.778, -2.015, -1.971], [3.013, 1.809, 4.600], [-1.911, -3.682, 3.535], [-5.272, 1.406, 2.932], [4.091, -5.390, 2.868], [-1.277, 3.870, -0.236], [-3.000, -2.676, -0.905], [-5.513, 0.331, 2.086], [-6.092, 1.869, 3.466], [0.798, 0.927, -3.420], [-3.790, 2.739, 3.728], [2.600, 1.689, 3.595], [0.880, 3.501, -3.967], [2.123, 0.181, 0.932], [2.060, 3.759, -3.027], [2.490, 4.126, 4.696], [0.226, 1.815, -1.415], [-0.270, -2.274, -2.127], [-0.038, 1.395, 4.267], [-0.844, -4.498, 3.188], [1.474, 2.703, 3.407], [-3.107, -0.545, -4.122], [-0.654, -5.408, 3.744], [-0.327, 4.365, -3.587], [1.440, -1.558, -3.269], [-0.651, 2.183, -1.957], [3.065, -0.524, -2.277], [2.942, -2.302, 2.315], [-3.095, -1.142, -3.219], [1.367, -2.390, -3.976], [-2.932, 1.301, 2.389], [1.085, 1.103, -2.041], [2.915, 3.133, -3.289], [2.360, 4.804, -3.128], [1.279, 4.865, 3.640], [-2.146, 0.386, -2.064], [3.725, -2.444, 0.305], [-2.550, -3.951, 4.366], [1.824, 3.585, -1.981], [-2.555, -0.618, -2.055], [-0.031, -4.146, 2.118], [-3.981, 1.891, 3.081], [-3.588, -2.440, -3.228], [2.453, -1.949, 3.208], [-3.541, -3.205, -2.071], [3.062, -1.627, 1.188], [2.932, -1.269, -3.064], [-1.145, 4.240, -4.299], [-0.189, 2.633, -6.176], [0.362, -2.708, 0.579], [2.826, 4.349, 2.970], [-0.134, 0.504, -6.019], [-0.281, -2.979, 1.409], [1.291, -2.903, -1.588], [0.534, 2.034, -4.255], [4.017, -4.155, 4.132], [-1.612, -0.552, 0.645], [-0.564, 4.415, 2.312], [-4.657, -1.099, 0.737], [0.792, -0.375, -3.964], [0.804, 2.407, 5.454], [0.794, -4.785, 1.824], [3.503, -3.515, 2.203], [0.257, -1.571, -5.645], [3.530, -4.536, 3.237], [-0.533, 3.363, 0.361], [-3.923, -4.218, -2.075], [-1.930, 1.706, 2.479]], "forces_ev_per_angstrom": [[0.011, 0.007, -0.016], [0.043, -0.003, 0.013], [-0.006, 0.029, 0.000], [0.098, 0.243, -0.143], [0.006, 0.016, 0.003], [-0.035, -0.047, -0.021], [-0.012, -0.005, -0.018], [-0.014, 0.011, 0.003], [-0.009, -0.005, -0.020], [0.024, 0.045, 0.022], [-0.027, -0.130, 0.099], [0.009, 0.001, -0.001], [0.002, 0.000, 0.000], [-0.034, -0.026, -0.031], [0.002, 0.018, 0.001], [0.000, -0.001, -0.005], [0.006, -0.004, 0.001], [-0.017, -0.017, -0.009], [-0.016, 0.050, 0.021], [0.001, -0.004, -0.030], [-0.004, -0.005, -0.010], [-0.009, -0.002, -0.014], [0.005, -0.008, 0.024], [-0.043, -0.042, 0.021], [0.001, -0.003, -0.003], [0.027, -0.010, 0.012], [-0.004, 0.007, 0.001], [0.014, -0.018, 0.005], [0.003, 0.007, 0.068], [0.005, -0.016, 0.003], [0.027, 0.011, 0.028], [0.008, 0.003, -0.061], [0.007, 0.001, -0.007], [0.006, -0.006, 0.004], [-0.001, -0.006, -0.004], [0.007, 0.003, -0.005], [0.006, -0.001, -0.002], [-0.007, 0.004, 0.009], [0.009, -0.003, 0.000], [0.002, -0.001, 0.000], [-0.069, 0.152, 0.071], [0.001, -0.005, -0.001], [-0.044, -0.002, -0.001], [-0.057, -0.036, 0.014], [-0.021, -0.006, 0.061], [0.022, -0.007, -0.071], [-0.005, -0.005, -0.005], [0.127, 0.006, -0.082], [0.013, -0.001, -0.020], [-0.008, -0.009, -0.003], [-0.002, -0.006, 0.008], [0.012, -0.001, 0.005], [-0.003, 0.005, -0.008], [-0.001, -0.005, -0.001], [0.022, 0.009, -0.012], [0.022, -0.002, 0.061], [-0.051, 0.012, -0.005], [0.015, 0.004, 0.017], [0.011, 0.007, -0.013], [0.001, -0.019, 0.002], [-0.016, 0.017, -0.012], [0.020, 0.011, -0.015], [-0.016, -0.070, -0.061], [-0.014, -0.016, 0.021], [0.017, -0.013, -0.014], [0.010, 0.001, 0.000], [0.003, 0.000, -0.003], [0.001, 0.025, 0.042], [0.000, 0.003, 0.002], [-0.008, 0.029, 0.037], [-0.006, 0.014, 0.022], [-0.003, 0.014, -0.010], [-0.010, 0.019, 0.008], [0.004, 0.003, -0.008], [-0.011, -0.016, -0.009], [0.001, 0.003, 0.008], [-0.083, -0.083, -0.039], [-0.011, -0.036, 0.014], [-0.004, -0.019, 0.012], [0.006, -0.006, 0.000], [-0.007, -0.010, 0.016], [0.001, 0.000, 0.002], [-0.022, -0.037, -0.014], [-0.013, -0.002, -0.030], [0.018, -0.001, 0.005], [0.064, -0.057, 0.012], [0.003, 0.005, -0.002], [-0.003, -0.001, 0.058], [-0.002, -0.006, -0.005], [-0.013, 0.004, -0.011], [0.008, 0.053, 0.052], [-0.002, -0.004, -0.006], [-0.013, -0.002, -0.016], [-0.005, 0.004, 0.019], [0.001, 0.005, 0.004], [0.001, -0.005, 0.009], [0.003, -0.010, -0.063], [0.003, 0.000, 0.002], [0.022, 0.001, 0.015]], "lowdin_charge": [-0.04, 0.03, 0.05, -0.09, 0.08, -0.39, -0.05, -0.05, 0.07, -0.09, -0.38, 0.10, 0.10, -0.39, -0.05, 0.10, 0.02, 0.08, 0.12, 0.08, 0.10, 0.08, 0.06, -0.28, 0.08, -0.11, 0.12, -0.41, -0.07, 0.10, -0.06, -0.08, 0.08, -0.08, -0.09, 0.09, 0.10, -0.11, -0.09, 0.10, -0.17, 0.10, -0.11, -0.37, 0.87, -0.06, 0.08, -0.18, 0.07, 0.08, -0.10, -0.55, 0.10, 0.10, -0.06, -0.36, 0.11, 0.06, -0.17, -0.08, 0.12, -0.11, 0.11, 0.08, 0.08, 0.07, 0.09, -0.12, 0.10, 0.06, -0.12, -0.11, -0.08, -0.09, 0.14, -0.09, -0.13, -0.07, 0.08, 0.11, 0.06, 0.09, -0.09, -0.14, 0.07, -0.13, 0.10, 1.37, 0.10, 0.10, -0.15, 0.08, 0.09, -0.12, 0.11, 0.00, -0.05, 0.10, 0.07], "total_energy_ev": -115894.466, "lumo_energy_ev": 0.283, "e_above_lowest_kcal_mol": 0.0, "fmax_ha_per_bohr": 0.006, "total_charge": 0, "gap_ev": 7.2}



2.
{"formula": "C25H23BrFFeN3OSi", "method": "wB97M-V/def2-TZVPD", "species": ["C", "C", "H", "H", "H", "C", "C", "O", "C", "N", "C", "C", "C", "C", "C", "C", "H", "C", "C", "C", "H", "H", "H", "Fe", "H", "H", "H", "C", "H", "H", "C", "C", "C", "C", "H", "H", "H", "H", "H", "N", "C", "Si", "Br", "H", "C", "H", "H", "N", "H", "C", "C", "H", "H", "C", "F", "C"], "positions_angstrom": [[-2.705, 2.075, -1.673], [0.028, 3.479, -0.671], [-5.020, -0.046, -0.981], [4.108, 3.867, -3.193], [5.453, 1.875, -2.658], [1.655, 4.418, -2.139], [1.585, -3.409, 3.690], [0.233, -0.507, 2.069], [2.297, -1.648, 1.648], [0.726, 2.393, -0.462], [-0.819, -2.456, -0.598], [-1.940, -1.658, -0.322], [-4.743, 0.549, -0.105], [3.990, 1.030, -1.314], [1.960, 2.285, -1.055], [0.457, 4.530, -1.507], [-0.218, -2.277, 3.852], [-2.000, -4.509, -0.503], [0.736, -2.395, 3.352], [1.054, -1.456, 2.331], [-0.932, 3.540, -0.171], [4.626, 0.188, -1.071], [-1.649, 2.146, -1.949], [0.023, 0.361, 0.279], [2.010, 5.194, -2.809], [-2.889, 1.358, 2.276], [0.124, -4.338, -0.903], [2.751, 1.140, -0.747], [3.694, -1.108, 0.144], [-5.004, -0.017, 0.796], [-0.806, -3.822, -0.687], [3.155, -2.717, 2.016], [2.461, 3.277, -1.919], [2.814, -3.567, 3.018], [-0.178, 5.396, -1.643], [-4.092, -4.300, -0.104], [1.316, -4.103, 4.476], [-3.102, 3.094, -1.550], [4.098, -2.844, 1.494], [-1.806, -0.287, -0.229], [4.474, 2.008, -2.212], [-2.935, 0.999, -0.155], [3.988, -4.971, 3.522], [-2.024, -5.590, -0.560], [2.749, -0.803, 0.601], [-1.471, 2.106, 1.575], [-5.348, 1.464, -0.116], [2.158, 0.270, 0.188], [-3.032, 2.931, 1.465], [-3.128, -2.391, -0.163], [-2.545, 1.948, 1.420], [-4.043, -1.850, 0.040], [-3.236, 1.610, -2.511], [-3.152, -3.779, -0.249], [0.363, -1.798, -0.810], [3.735, 3.110, -2.513]], "forces_ev_per_angstrom": [[-0.021, 0.238, -0.161], [-0.075, 0.148, 0.067], [-0.029, 0.064, 0.087], [-0.022, -0.020, 0.034], [-0.046, -0.015, 0.054], [0.130, 0.005, -0.113], [0.014, -0.021, -0.011], [0.032, -0.048, 0.058], [0.004, -0.206, -0.086], [0.234, -0.310, -0.135], [-0.147, 0.017, -0.015], [-0.093, 0.118, -0.069], [-0.259, -0.095, 0.061], [0.329, -0.037, -0.158], [-0.145, 0.129, 0.048], [-0.160, 0.052, 0.084], [0.064, 0.009, -0.016], [0.018, -0.023, 0.005], [-0.022, -0.045, 0.143], [0.043, 0.071, -0.049], [0.032, 0.009, -0.037], [-0.006, 0.044, -0.053], [-0.189, -0.038, -0.071], [-0.086, 0.207, 0.201], [-0.014, -0.028, 0.049], [0.041, 0.052, -0.065], [-0.066, 0.091, 0.035], [-0.290, -0.108, 0.264], [0.082, 0.078, 0.114], [-0.004, 0.099, -0.124], [-0.061, -0.183, -0.016], [-0.023, 0.154, -0.176], [-0.034, 0.005, 0.025], [-0.052, -0.112, 0.143], [0.018, -0.048, 0.024], [0.021, 0.049, -0.015], [0.010, 0.000, -0.021], [0.052, -0.199, -0.025], [-0.075, 0.032, 0.014], [0.423, -0.164, -0.098], [0.068, -0.185, 0.062], [-0.003, -0.176, 0.031], [-0.045, 0.006, 0.006], [-0.010, 0.053, 0.000], [0.271, -0.002, 0.114], [0.021, 0.045, 0.036], [0.063, -0.103, 0.001], [-0.233, 0.028, -0.404], [0.058, -0.132, -0.013], [-0.040, -0.034, 0.041], [-0.034, 0.173, 0.080], [0.082, -0.125, 0.011], [0.073, 0.053, 0.041], [-0.061, 0.090, 0.025], [0.255, 0.241, -0.010], [-0.096, 0.096, -0.016]], "lowdin_charge": [-0.18, -0.13, 0.03, 0.12, 0.11, 0.00, -0.11, -0.11, -0.14, 0.07, -0.22, -0.29, -0.19, 0.00, -0.14, -0.03, 0.12, -0.11, 0.00, -0.35, 0.10, 0.11, 0.00, 0.85, 0.12, 0.04, 0.12, -0.19, 0.12, 0.03, -0.03, -0.10, -0.15, -0.70, 0.11, 0.10, 0.10, 0.04, 0.11, -0.15, -0.06, 0.35, 0.71, 0.10, -0.07, 0.00, 0.04, 0.02, 0.04, -0.03, -0.18, 0.08, 0.03, -0.10, 0.01, -0.04], "spin_multiplicity": 5, "total_energy_ev": -147843.897, "lumo_energy_ev": [-0.817, -0.865], "e_above_lowest_kcal_mol": 0.0, "fmax_ha_per_bohr": 0.009, "total_charge": 0, "gap_ev": [6.3, 6.4]}



3.
{"formula": "C38H34KN7P", "method": "wB97M-V/def2-TZVPD", "species": ["C", "C", "C", "N", "H", "C", "H", "C", "C", "P", "H", "C", "H", "H", "H", "C", "H", "N", "H", "C", "H", "H", "C", "H", "C", "C", "C", "K", "H", "H", "N", "C", "H", "H", "C", "C", "C", "C", "H", "H", "H", "C", "C", "H", "C", "C", "C", "C", "N", "H", "H", "N", "N", "C", "C", "H", "H", "C", "H", "H", "C", "H", "C", "H", "C", "H", "C", "H", "C", "C", "N", "H", "H", "C", "H", "H", "C", "C", "C", "H", "C"], "positions_angstrom": [[1.062, 2.807, 2.557], [-3.944, -0.937, -0.013], [-0.408, -1.846, -3.463], [1.899, 1.172, -1.882], [4.849, -0.431, -3.724], [-0.993, 3.887, 3.950], [-1.473, -3.048, -0.999], [0.738, -1.262, 3.749], [2.948, 0.629, -3.909], [0.441, -1.878, -1.844], [-1.840, 4.267, 4.533], [2.642, 4.172, 3.826], [2.742, -2.402, -1.492], [-0.437, -4.148, -1.760], [-4.634, 0.282, -4.244], [4.005, -0.007, -1.826], [-2.273, 2.720, 2.683], [-2.125, 1.662, -2.637], [-3.672, 1.823, -6.197], [-5.930, -2.091, 0.750], [-0.002, -4.577, 3.556], [1.003, 1.660, -3.675], [-3.298, 1.776, -5.128], [-0.723, -2.820, -3.747], [-0.430, -3.341, -1.084], [-3.813, 0.935, -4.214], [-0.020, -3.478, 3.396], [-0.723, 0.994, -0.239], [5.859, -1.077, -1.641], [-3.492, -2.236, 3.115], [1.862, 1.298, 0.870], [1.331, 3.798, 3.557], [3.909, -0.070, 2.027], [5.695, -1.197, 0.823], [-2.132, 2.512, -4.864], [-3.948, -2.091, 2.165], [-1.067, -1.661, 2.224], [-3.219, 0.949, -2.936], [-5.808, -2.885, 2.795], [-0.055, -3.637, -0.093], [-1.610, 3.105, -5.579], [-1.590, 2.372, -3.626], [4.014, 0.108, -3.223], [1.954, -3.639, -2.599], [-3.160, -1.394, 1.145], [0.895, -2.608, 3.984], [3.884, -0.034, 0.957], [-0.998, -3.029, 2.539], [-0.216, 2.431, 2.246], [-0.749, 3.019, -3.282], [2.968, 0.607, -4.997], [-3.888, 0.102, -2.022], [-3.315, -0.157, -0.901], [-5.248, -1.404, -0.242], [4.927, -0.667, 0.253], [-5.702, -1.146, -1.166], [-1.329, -1.239, -3.353], [0.237, 4.344, 4.281], [-0.266, 0.213, 2.568], [0.187, -1.357, -4.257], [2.173, 2.142, 1.853], [-7.008, -2.191, 0.650], [2.894, 0.578, -1.166], [0.468, 5.101, 5.072], [2.851, 0.598, 0.282], [1.662, -2.953, 4.703], [3.683, 3.513, 3.191], [4.301, 2.025, 1.815], [1.844, 1.158, -3.170], [2.050, -2.584, -2.311], [-1.886, -1.132, 1.277], [2.405, -2.063, -3.191], [4.703, 3.702, 3.456], [-1.208, 2.981, 2.910], [2.825, 4.851, 4.635], [1.407, -0.580, 4.268], [-5.256, -2.363, 1.994], [-0.174, -0.822, 2.845], [3.464, 2.561, 2.228], [-1.730, -3.716, 2.054], [5.015, -0.650, -1.088]], "forces_ev_per_angstrom": [[-0.127, -0.122, 0.123], [0.984, -0.573, -0.039], [-0.462, 1.331, -0.070], [-0.975, 0.131, 1.511], [-0.617, 0.748, 0.023], [-1.229, 1.151, 1.278], [-0.194, 0.190, 0.362], [1.353, 0.105, 0.646], [0.029, -0.038, -0.268], [-0.388, 0.201, 0.864], [0.054, -0.206, -0.396], [1.078, -0.311, 0.155], [0.180, -0.370, -0.049], [0.312, -1.336, -0.850], [-1.101, -0.545, -0.768], [-0.690, 0.602, 0.306], [1.138, -0.068, -0.057], [-0.614, -0.728, 0.152], [0.121, -0.098, 1.461], [0.355, 0.980, -0.579], [0.278, 0.840, 0.137], [0.355, -0.433, 0.258], [0.420, 0.548, -3.413], [-0.128, -1.008, -0.576], [0.002, 1.250, 0.404], [0.722, 0.502, 1.806], [0.190, -1.508, 0.079], [0.318, -0.107, 0.132], [-0.256, 0.014, 0.315], [0.390, -0.354, 0.541], [-0.399, 0.078, 0.252], [-0.385, -0.302, -0.445], [-0.206, 0.044, 0.371], [-0.174, 0.218, -0.068], [-0.376, -0.608, -0.026], [0.071, 0.698, -0.565], [-0.185, -1.254, 0.381], [0.286, -0.754, 1.067], [0.257, 0.480, -0.376], [-0.028, 0.252, -0.380], [-0.088, 0.358, -0.536], [0.746, 1.469, 1.549], [0.358, -1.134, -0.696], [0.197, 0.023, 0.308], [-0.218, 0.024, 0.410], [-0.003, -0.930, 0.915], [0.365, -0.749, -0.869], [-0.862, -0.075, -0.713], [0.013, 0.454, -0.068], [-0.361, -0.676, -0.596], [-0.172, 0.139, 0.145], [-0.114, -0.054, 0.099], [0.856, 0.970, -1.051], [-0.821, -0.866, 2.010], [0.170, -0.362, 1.495], [-0.433, 0.268, -0.535], [0.356, -0.228, -0.018], [1.126, 0.017, -0.115], [0.242, 0.306, 0.183], [-0.122, -0.345, 0.451], [-0.886, 0.583, 0.202], [0.194, -0.505, 0.037], [0.307, -0.057, -0.528], [-0.526, -0.801, -0.725], [0.142, 0.447, -0.302], [-0.549, 0.081, -0.584], [-0.654, 0.580, 0.444], [0.176, 0.285, -0.125], [1.430, 0.080, -0.933], [-0.183, -0.436, -0.228], [-1.151, 0.574, -1.425], [0.181, 0.272, -0.091], [0.433, 0.343, 0.197], [-0.443, -0.418, -0.154], [0.145, 0.373, 0.240], [-0.129, 0.151, -0.240], [-0.812, -0.651, -0.310], [-0.390, 1.245, -0.284], [-0.199, -0.827, -0.213], [0.761, 0.462, 0.484], [0.556, -0.028, -1.527]], "lowdin_charge": [-0.13, -0.25, -0.29, 0.09, 0.12, -0.11, 0.02, -0.10, -0.07, 0.82, 0.10, -0.10, 0.03, 0.01, 0.09, -0.21, 0.12, 0.07, 0.12, -0.11, 0.10, 0.09, -0.09, 0.02, -0.28, -0.04, -0.12, 0.59, 0.11, 0.09, 0.04, -0.19, 0.11, 0.10, -0.09, -0.04, -0.33, -0.33, 0.10, 0.04, 0.09, -0.20, -0.06, 0.04, -0.22, -0.12, -0.04, -0.07, 0.05, 0.12, 0.09, 0.02, 0.02, -0.05, -0.10, 0.08, 0.02, -0.04, 0.07, 0.04, -0.23, 0.08, -0.16, 0.12, -0.25, 0.10, -0.11, 0.08, -0.17, -0.29, 0.06, 0.02, 0.09, -0.16, 0.08, 0.11, -0.11, -0.04, -0.06, 0.12, -0.10], "total_energy_ev": -76003.926, "lumo_energy_ev": 2.022, "e_above_lowest_kcal_mol": 29.5, "fmax_ha_per_bohr": 0.068, "total_charge": -1, "gap_ev": 5.5}